This record from the Open Molecules 2025 dataset describes a 14-piece molecular cluster, C96H228Cl4N4O4P5 overall. The level of theory is wB97M-V/def2-TZVPD.

Computed properties:
Gap between HOMO and LUMO in eV: 7.112
Strongest force on any atom in eV/Å: 8.2
HOMO energy in eV: -13.1
Total charge: +5
M in Da: 1799.586

Atoms and positions in Å:
C -4.286 -13.225 9.141
C -3.561 -12.830 10.293
C -4.009 -10.581 10.234
C -5.371 -10.688 9.899
P -5.956 -8.732 10.123
C -5.349 -7.849 8.667
C -6.032 -6.538 8.663
C -5.437 -5.764 7.080
C -6.202 -6.152 5.891
C -5.266 -8.235 11.673
C -5.809 -6.908 12.196
C -5.587 -6.779 13.863
C -6.039 -5.433 14.332
C -7.748 -8.908 10.008
C -8.221 -9.566 8.713
C -9.682 -9.192 8.396
C -10.263 -9.726 7.005
H -3.976 -12.925 8.104
H -5.298 -13.452 9.362
H -3.954 -14.407 9.347
H -2.515 -12.546 10.299
H -4.003 -12.838 11.309
H -3.148 -10.540 9.541
H -3.557 -10.491 11.253
H -5.963 -10.927 10.736
H -5.685 -10.810 8.836
H -5.591 -8.461 7.782
H -4.290 -7.738 8.934
H -5.746 -5.974 9.532
H -7.083 -6.601 8.426
H -4.318 -5.991 7.105
H -5.658 -4.647 7.498
H -5.839 -5.654 4.886
H -7.217 -6.082 6.106
H -6.146 -7.174 5.480
H -4.195 -8.138 11.761
H -5.660 -8.799 12.499
H -6.848 -6.834 12.061
H -5.389 -6.036 11.668
H -4.556 -7.011 14.254
H -6.200 -7.619 14.284
H -5.266 -4.665 14.037
H -6.185 -5.426 15.512
H -7.078 -5.132 14.038
H -8.072 -7.843 10.090
H -8.078 -9.370 10.902
H -8.255 -10.678 8.779
H -7.556 -9.322 7.842
H -9.648 -8.091 8.417
H -10.375 -9.430 9.138
H -9.730 -9.104 6.220
H -11.213 -9.638 6.954
H -10.141 -10.885 6.975
C -3.337 -3.633 -2.262
C -1.954 -3.978 -2.889
C -1.108 -4.918 -2.109
C 0.347 -5.134 -2.505
P 1.460 -6.067 -1.398
C 1.243 -5.212 0.250
C 1.873 -5.908 1.422
C 3.453 -5.752 1.388
C 4.075 -6.051 2.697
C 1.011 -7.787 -1.211
C -0.370 -8.165 -0.721
C -0.573 -9.711 -0.444
C -2.055 -9.983 -0.106
C 3.103 -5.877 -2.043
C 3.685 -7.062 -2.795
C 3.221 -7.146 -4.289
C 4.001 -6.221 -5.189
H -4.037 -4.455 -2.396
H -3.714 -2.699 -2.670
H -3.172 -3.495 -1.206
H -1.362 -3.057 -3.047
H -2.096 -4.436 -3.882
H -1.572 -5.941 -2.048
H -1.020 -4.577 -1.046
H 0.881 -4.198 -2.582
H 0.465 -5.515 -3.564
H 0.131 -5.283 0.341
H 1.452 -4.189 0.266
H 1.716 -6.981 1.366
H 1.392 -5.617 2.405
H 3.744 -4.791 1.063
H 3.738 -6.523 0.704
H 5.161 -6.125 2.666
H 3.791 -6.969 3.220
H 3.875 -5.269 3.449
H 1.862 -8.150 -0.524
H 1.243 -8.191 -2.187
H -1.107 -7.912 -1.511
H -0.771 -7.683 0.234
H 0.051 -10.127 0.329
H -0.375 -10.216 -1.380
H -2.300 -11.045 -0.244
H -2.715 -9.419 -0.803
H -2.375 -9.582 0.855
H 3.721 -5.706 -1.171
H 3.138 -4.896 -2.498
H 3.482 -8.000 -2.297
H 4.749 -6.883 -2.838
H 2.178 -6.844 -4.464
H 3.347 -8.184 -4.605
H 3.466 -6.177 -6.173
H 5.022 -6.625 -5.367
H 4.034 -5.172 -4.807
C 5.803 5.580 6.638
C 7.025 5.823 7.574
C 7.128 4.719 8.590
C 7.510 3.381 7.946
P 7.829 1.994 9.066
C 8.977 2.503 10.348
C 10.387 2.713 9.711
C 11.240 3.810 10.453
C 10.839 5.213 10.168
C 6.196 1.514 9.850
C 4.921 1.750 9.049
C 3.632 1.253 9.886
C 2.405 1.224 8.973
C 8.572 0.631 8.185
C 7.638 -0.001 7.083
C 6.711 -1.098 7.652
C 5.824 -1.765 6.591
H 6.042 5.110 5.755
H 5.457 6.553 6.256
H 4.842 5.159 7.008
H 6.881 6.811 8.070
H 7.854 5.922 6.872
H 6.204 4.610 9.129
H 7.885 5.064 9.305
H 8.473 3.353 7.396
H 6.659 3.112 7.276
H 8.945 1.711 11.082
H 8.535 3.397 10.791
H 10.314 3.125 8.689
H 10.948 1.796 9.734
H 12.343 3.705 10.312
H 11.186 3.685 11.562
H 11.579 5.877 10.589
H 10.021 5.555 10.737
H 10.709 5.382 9.078
H 6.137 2.164 10.770
H 6.243 0.452 10.047
H 4.797 1.256 8.102
H 4.823 2.811 8.696
H 3.549 1.906 10.743
H 3.849 0.256 10.300
H 2.526 0.424 8.210
H 2.284 2.234 8.479
H 1.496 1.077 9.560
H 8.914 -0.046 8.991
H 9.534 0.856 7.664
H 8.131 -0.379 6.186
H 6.912 0.709 6.719
H 6.039 -0.722 8.418
H 7.245 -1.878 8.167
H 6.437 -2.107 5.764
H 5.000 -1.137 6.289
H 5.398 -2.660 7.036
C 7.447 3.517 -13.152
C 7.257 5.016 -13.183
C 7.796 5.807 -11.976
C 6.916 5.709 -10.751
P 7.513 6.164 -9.111
C 8.930 5.197 -8.675
C 10.203 5.889 -9.298
C 11.438 5.052 -9.071
C 12.639 5.668 -9.803
C 6.212 5.786 -7.838
C 5.469 4.432 -8.043
C 4.566 4.082 -6.851
C 3.424 5.029 -6.545
C 7.832 7.951 -8.915
C 6.616 8.787 -9.352
C 7.068 10.201 -9.692
C 5.893 11.085 -10.265
H 7.108 2.961 -14.015
H 6.848 3.174 -12.356
H 8.504 3.329 -12.930
H 6.244 5.318 -13.501
H 7.829 5.454 -13.996
H 7.891 6.878 -12.218
H 8.841 5.458 -11.886
H 6.545 4.687 -10.550
H 6.079 6.406 -10.866
H 8.819 4.178 -9.042
H 9.110 5.100 -7.611
H 10.387 6.821 -8.771
H 9.966 6.091 -10.325
H 11.353 3.997 -9.397
H 11.606 5.067 -8.005
H 12.611 6.761 -9.809
H 12.627 5.297 -10.834
H 13.569 5.371 -9.372
H 5.388 6.572 -7.998
H 6.653 5.936 -6.880
H 6.215 3.628 -8.159
H 4.883 4.502 -8.960
H 5.156 4.060 -5.928
H 4.232 3.108 -7.161
H 2.736 4.982 -7.365
H 3.789 6.068 -6.608
H 2.840 4.729 -5.641
H 8.712 8.210 -9.455
H 7.864 8.184 -7.835
H 5.833 8.832 -8.610
H 6.110 8.390 -10.261
H 7.871 10.256 -10.419
H 7.492 10.720 -8.816
H 6.136 12.103 -10.563
H 5.111 11.209 -9.475
H 5.469 10.526 -11.111
C -1.605 6.273 -4.805
C -1.900 5.500 -6.082
C -2.971 4.437 -5.921
C -3.156 3.823 -7.316
P -3.653 2.083 -7.261
C -2.438 1.052 -6.484
C -1.069 0.772 -7.320
C 0.025 0.364 -6.438
C 1.044 -0.559 -7.130
C -4.213 1.293 -8.710
C -3.423 0.726 -9.852
C -2.672 1.913 -10.543
C -1.637 1.354 -11.523
C -5.121 2.121 -6.211
C -6.278 2.790 -6.951
C -7.665 2.549 -6.207
C -7.515 2.804 -4.746
H -0.800 7.001 -4.909
H -1.371 5.538 -4.027
H -2.538 6.811 -4.596
H -0.972 4.971 -6.418
H -2.200 6.112 -6.902
H -3.898 4.783 -5.503
H -2.728 3.740 -5.178
H -2.141 3.872 -7.773
H -3.767 4.389 -7.998
H -3.023 0.135 -6.276
H -2.165 1.462 -5.527
H -0.789 1.622 -7.953
H -1.345 -0.072 -7.917
H -0.449 -0.213 -5.614
H 0.552 1.283 -6.050
H 1.847 -0.804 -6.439
H 1.529 -0.057 -7.974
H 0.497 -1.437 -7.554
H -4.800 2.078 -9.248
H -4.923 0.571 -8.349
H -4.113 0.425 -10.624
H -2.770 -0.131 -9.594
H -2.185 2.562 -9.794
H -3.375 2.584 -11.077
H -1.239 2.060 -12.260
H -2.195 0.539 -11.975
H -0.853 0.975 -10.872
H -4.755 2.530 -5.249
H -5.392 1.081 -5.966
H -6.392 2.278 -7.941
H -6.188 3.870 -7.004
H -7.957 1.456 -6.379
H -8.437 3.124 -6.711
H -8.449 2.649 -4.304
H -7.243 3.846 -4.637
H -6.759 2.164 -4.257
C -1.225 7.411 -0.450
C -0.361 6.290 -1.044
C 0.976 5.831 -0.430
O 1.843 5.321 -1.398
C 2.551 6.237 -2.293
N -1.121 5.048 -1.137
H -0.605 4.292 -1.626
H -1.349 4.633 -0.181
H -1.970 5.024 -1.700
H -1.262 7.253 0.587
H -2.233 7.404 -0.877
H -0.742 8.385 -0.586
H -0.066 6.557 -2.036
H 0.682 5.101 0.309
H 1.475 6.618 0.081
H 1.992 7.153 -2.425
H 2.554 5.766 -3.272
H 3.509 6.429 -1.929
C -8.719 -0.669 -0.387
C -8.957 0.526 -1.245
C -9.777 1.642 -0.673
O -10.118 2.388 -1.818
C -11.250 3.194 -1.815
N -7.672 1.065 -1.726
H -7.723 1.758 -2.506
H -7.175 1.674 -0.950
H -6.935 0.404 -2.087
H -9.648 -1.222 -0.241
H -8.331 -0.323 0.553
H -8.007 -1.370 -0.773
H -9.503 0.231 -2.079
H -9.260 2.302 0.119
H -10.654 1.163 -0.203
H -12.114 2.693 -1.388
H -11.479 3.660 -2.748
H -11.022 4.058 -1.146
C -5.910 6.152 2.261
C -5.767 5.078 3.310
C -6.964 4.138 3.327
O -6.628 2.948 4.054
C -7.686 1.985 3.775
N -4.555 4.201 2.854
H -4.958 3.610 2.125
H -3.772 4.662 2.389
H -4.115 3.769 3.620
H -6.654 6.943 2.312
H -6.037 5.651 1.334
H -4.910 6.652 2.218
H -5.561 5.513 4.315
H -7.210 3.883 2.291
H -7.809 4.783 3.650
H -7.907 1.893 2.695
H -8.572 2.294 4.319
H -7.289 1.047 4.196
C -3.870 -0.533 -0.029
C -2.889 0.683 -0.301
C -1.543 0.102 -0.633
O -1.500 -0.283 -1.963
C -0.222 -0.658 -2.497
N -3.425 1.512 -1.437
H -3.896 0.914 -2.116
H -4.129 2.198 -1.171
H -2.673 2.085 -1.903
H -4.288 -1.060 -0.902
H -4.685 -0.233 0.592
H -3.366 -1.281 0.622
H -2.728 1.353 0.584
H -1.436 -0.778 0.053
H -0.640 0.825 -0.418
H 0.526 0.212 -2.334
H -0.517 -0.877 -3.537
H 0.144 -1.664 -2.152
Cl -1.248 2.719 -3.419
Cl -1.876 3.492 1.451
Cl -5.891 3.052 -0.023
Cl -5.131 -0.198 -3.459